Record 1
{"formula": "H2N2O2", "method": "ωB97M-V/def2-TZVPD", "e_lumo_ev": [0.3, 0.5], "homo_lumo_gap_ev": [8.266, 9.548], "homo_ev": [-8.00, -9.08], "charge": 0, "spin_multiplicity": 1, "relative_energy_kj_mol": 405.41, "species": ["N", "N", "O", "O", "H", "H"], "positions_angstrom": [[-0.5688, -0.1507, 1.6729], [0.0316, 0.5382, 1.0207], [0.9818, 0.2797, -1.5271], [0.1017, -0.3609, -0.7396], [-0.9536, -1.0806, 1.6538], [0.4073, 0.7743, -2.0807]], "atomic_forces_ev_per_a": [[-1.16, -0.41, 3.41], [1.26, 0.94, -3.21], [1.51, -0.22, -0.13], [-0.76, -0.49, 2.02], [-0.20, -0.87, -1.04], [-0.65, 1.06, -1.04]], "lowdin_charge": [0.070, 0.129, -0.105, -0.259, 0.105, 0.059]}

***

Record 2
{"formula": "C9H14Cl6N2O3", "method": "ωB97M-V/def2-TZVPD", "e_lumo_ev": 0.2, "smiles": "COC(=O)OC.ClC(Cl)Cl.ClC(Cl)Cl.CC#N.CC#N", "homo_lumo_gap_ev": 11.212, "homo_ev": -11.01, "charge": 0, "spin_multiplicity": 1, "relative_energy_kj_mol": 0.00, "species": ["C", "O", "C", "O", "O", "C", "H", "H", "H", "H", "H", "H", "Cl", "C", "Cl", "Cl", "H", "Cl", "C", "Cl", "Cl", "H", "C", "C", "N", "H", "H", "H", "C", "C", "N", "H", "H", "H"], "positions_angstrom": [[0.3980, -6.8853, 3.3239], [0.4299, -5.6546, 2.5995], [-0.6636, -5.4143, 1.8881], [-1.6434, -6.0970, 1.8745], [-0.5315, -4.2250, 1.2990], [-1.6938, -3.7439, 0.6616], [1.4158, -7.0816, 3.6366], [0.0630, -7.7050, 2.6864], [-0.2951, -6.8094, 4.1599], [-2.5230, -3.6303, 1.3655], [-2.0179, -4.3994, -0.1460], [-1.4628, -2.7582, 0.2697], [-0.1039, 1.8172, -2.3355], [-1.1048, 1.2539, -0.9986], [-0.5049, -0.2946, -0.3911], [-2.7945, 1.1411, -1.4979], [-1.0266, 1.9659, -0.1909], [1.1470, 2.8706, 1.3101], [2.1540, 2.0547, 2.5347], [3.6040, 1.4113, 1.8060], [1.2345, 0.7929, 3.3502], [2.4023, 2.7905, 3.2841], [-2.8258, 5.1421, -1.8598], [-3.2581, 4.3546, -2.9922], [-3.5917, 3.7261, -3.8897], [-3.6651, 5.6186, -1.3631], [-2.1173, 5.9073, -2.1791], [-2.2906, 4.5065, -1.1526], [3.4916, 2.7430, -2.8819], [3.6630, 4.1796, -2.7373], [3.8241, 5.3091, -2.6355], [2.5574, 2.5377, -3.4069], [3.4172, 2.2368, -1.9226], [4.3124, 2.3388, -3.4690]], "atomic_forces_ev_per_a": [[-0.17, -0.35, -0.22], [0.46, -0.11, -0.16], [-0.03, 0.78, 0.64], [-0.60, -0.52, -0.33], [0.57, -0.15, 0.08], [-0.84, 0.34, -0.29], [0.04, 0.13, 0.20], [0.00, 0.11, -0.02], [0.13, 0.03, 0.10], [0.13, -0.17, 0.04], [0.08, -0.04, 0.02], [0.17, -0.10, -0.04], [0.01, 0.11, -0.02], [-0.10, -0.27, -0.08], [-0.01, 0.13, -0.01], [0.14, 0.01, 0.11], [-0.02, 0.06, 0.05], [0.15, 0.00, 0.11], [-0.50, -0.01, -0.05], [0.21, -0.01, -0.05], [-0.04, -0.06, -0.03], [0.18, 0.12, -0.04], [0.53, 0.19, 0.32], [-0.08, -0.05, -0.15], [-0.08, -0.11, -0.18], [-0.08, -0.02, 0.02], [-0.12, 0.03, -0.08], [-0.16, -0.03, 0.04], [-0.36, -0.18, -0.24], [0.05, -0.14, 0.13], [-0.03, 0.23, 0.03], [0.10, 0.06, -0.08], [0.19, 0.11, 0.12], [0.05, -0.09, 0.07]], "lowdin_charge": [-0.038, 0.009, -0.633, 0.134, 0.007, -0.055, 0.092, 0.096, 0.099, 0.104, 0.101, 0.035, 0.538, -1.564, 0.548, 0.551, -0.041, 0.520, -1.545, 0.546, 0.533, 0.010, -0.072, -0.317, 0.136, 0.084, 0.088, 0.067, -0.079, -0.286, 0.125, 0.050, 0.072, 0.084]}

***

Record 3
{"formula": "C17H27B2Cr2N9O34", "method": "ωB97M-V/def2-TZVPD", "e_lumo_ev": [-8.7, -7.2], "homo_lumo_gap_ev": [5.837, 7.254], "homo_ev": [-14.50, -14.50], "charge": 2, "spin_multiplicity": 9, "species": ["Cr", "Cr", "O", "C", "O", "B", "O", "C", "O", "O", "C", "O", "C", "O", "O", "O", "C", "O", "B", "O", "C", "O", "O", "C", "O", "C", "O", "O", "C", "N", "O", "O", "H", "H", "H", "C", "N", "O", "O", "H", "H", "H", "C", "N", "O", "O", "H", "H", "H", "C", "N", "O", "O", "H", "H", "H", "C", "N", "O", "O", "H", "H", "H", "C", "N", "O", "O", "H", "H", "H", "C", "N", "O", "O", "H", "H", "H", "C", "N", "O", "O", "H", "H", "H", "C", "N", "O", "O", "H", "H", "H"], "positions_angstrom": [[-14.3390, -16.0392, 7.4014], [-13.3112, -19.1800, 16.7069], [-12.7607, -16.1348, 8.9870], [-12.0770, -16.2878, 10.0044], [-12.5930, -16.3183, 11.1744], [-11.4954, -16.4737, 12.1800], [-10.2345, -16.6026, 11.4313], [-10.5445, -16.6094, 10.0775], [-9.7845, -16.7867, 9.1586], [-11.8107, -17.5978, 13.1038], [-11.7485, -17.2333, 14.3551], [-11.9598, -17.9684, 15.3513], [-11.5668, -15.7318, 14.3757], [-11.4335, -15.2791, 13.0778], [-11.4606, -15.0235, 15.3805], [-15.6144, -15.8711, 9.1248], [-15.8520, -16.3640, 10.2255], [-15.3518, -17.4941, 10.7423], [-15.9101, -17.6671, 12.0594], [-16.7378, -16.5188, 12.3722], [-16.7676, -15.7189, 11.3139], [-17.4209, -14.6740, 11.2217], [-16.7206, -18.9187, 12.1882], [-16.4728, -19.4990, 13.3696], [-16.9938, -20.5201, 13.8731], [-15.2727, -18.8213, 13.9713], [-14.9301, -17.8083, 13.1326], [-14.6696, -19.1538, 14.9844], [-12.2713, -19.6765, 6.8858], [-13.6717, -19.2306, 7.1224], [-13.8640, -18.3480, 7.9444], [-14.5011, -19.6682, 6.3775], [-11.4841, -19.1804, 7.4535], [-12.1280, -19.5042, 5.8191], [-11.9755, -20.6940, 7.1413], [-7.5166, -16.1807, 12.9835], [-8.1326, -17.3085, 13.7523], [-8.0349, -18.4857, 13.2213], [-8.7178, -17.1006, 14.8199], [-6.6284, -15.8491, 13.5213], [-8.3623, -15.4930, 12.9812], [-7.3652, -16.3304, 11.9145], [-9.7961, -20.3724, 14.8765], [-11.0633, -21.0346, 14.5766], [-11.9578, -20.8384, 15.3812], [-11.1665, -21.8117, 13.6153], [-9.0211, -20.9742, 14.4019], [-9.6391, -20.4611, 15.9514], [-9.7633, -19.3624, 14.4678], [-11.8284, -12.1974, 8.1874], [-12.4215, -13.0966, 7.1394], [-13.1887, -13.9567, 7.5826], [-12.0713, -12.9803, 5.9777], [-12.6176, -11.9240, 8.8877], [-11.3697, -11.3452, 7.6859], [-11.1268, -12.8946, 8.6453], [-12.1201, -15.5415, 18.8891], [-12.7165, -16.8413, 19.2186], [-12.9682, -17.6215, 18.2773], [-12.9864, -17.0607, 20.3884], [-11.4336, -15.3140, 19.7046], [-12.9013, -14.7929, 19.0214], [-11.6534, -15.5812, 17.9049], [-11.1744, -12.4832, 17.0130], [-11.8430, -12.3284, 18.2939], [-13.0345, -12.2284, 18.2350], [-11.1911, -12.4834, 19.3139], [-10.6159, -11.5992, 16.7054], [-11.8815, -12.7474, 16.2267], [-10.6010, -13.4083, 17.0731], [-6.4844, -15.1488, 8.0757], [-5.3876, -14.9460, 9.0327], [-5.6355, -15.0095, 10.2297], [-4.2792, -14.7302, 8.6108], [-6.7952, -14.2316, 7.5755], [-7.2723, -15.4864, 8.7490], [-6.1961, -15.8852, 7.3256], [-13.6447, -13.5875, 11.8971], [-14.6404, -12.5388, 12.3043], [-15.2724, -12.7012, 13.3332], [-14.6798, -11.5960, 11.5218], [-13.5622, -14.2250, 12.7773], [-12.6418, -13.2181, 11.6830], [-14.0308, -14.1749, 11.0640], [-16.3293, -15.8287, 15.6488], [-14.8487, -15.7176, 15.9219], [-14.3739, -14.7320, 15.4317], [-14.2606, -16.7172, 16.2918], [-16.5603, -16.8904, 15.5615], [-16.3495, -15.3349, 14.6773], [-16.9324, -15.2767, 16.3696]], "atomic_forces_ev_per_a": [[0.30, 0.01, 3.02], [0.24, 1.85, -1.99], [1.18, -0.02, 0.36], [-1.00, -0.70, -1.74], [0.52, 0.04, 0.76], [0.34, 1.02, 1.12], [-1.39, -0.39, -2.14], [1.40, 0.22, 0.64], [-1.41, 0.31, 1.41], [0.50, -0.65, 0.23], [-1.57, -1.72, 1.44], [0.56, 1.45, -2.07], [1.51, 3.58, 1.70], [-0.34, -1.74, 1.57], [-0.44, -2.30, -2.97], [0.48, -0.42, -0.83], [0.65, -1.19, 0.97], [-0.38, 2.04, -2.09], [-1.29, -1.62, 1.73], [0.18, 0.72, -1.18], [-2.56, 3.11, 0.30], [2.41, -3.15, -0.24], [0.18, -0.16, 0.83], [-2.20, -4.06, 0.42], [1.71, 3.94, -1.86], [1.49, 1.67, -0.84], [0.91, -1.46, 2.30], [-0.02, 0.07, -0.03], [1.71, -0.24, -0.17], [0.73, -1.40, -1.39], [-0.48, 1.70, 0.59], [-0.08, 0.13, 0.42], [-0.75, 1.03, 0.13], [0.08, -0.23, 0.10], [-1.33, -0.47, -0.27], [-1.22, 0.64, 0.19], [0.19, -4.15, -1.31], [-0.39, 3.91, 1.86], [0.84, -0.01, -1.76], [-0.26, 0.12, -0.08], [0.49, 0.72, 0.48], [0.40, -1.03, 0.41], [1.32, -0.75, -0.25], [0.08, -1.93, -1.91], [-1.61, 0.24, 0.79], [0.17, 2.04, 2.08], [-0.07, 0.25, -0.19], [-0.22, 0.49, -0.10], [-0.21, -0.20, 0.29], [-0.22, -0.38, -0.39], [0.77, 0.92, -1.61], [-0.73, -0.70, -0.40], [-0.84, -0.51, 1.89], [0.07, -0.03, -0.12], [0.01, -0.27, 0.16], [0.26, 0.46, 0.25], [0.51, 0.44, 0.39], [-0.72, -0.58, 2.05], [0.30, -0.82, 0.12], [0.37, -0.04, -2.35], [0.22, -0.17, -0.21], [-0.22, -0.06, -0.45], [-0.29, 0.07, 0.11], [0.63, -0.78, -1.66], [0.54, -0.87, 0.31], [-1.51, 0.45, 0.49], [-0.08, 0.33, -0.25], [0.17, -0.19, 0.46], [-0.41, 0.56, 0.38], [0.66, 0.54, 0.26], [-1.04, -0.45, 0.35], [1.31, 0.50, 0.57], [-0.64, -0.11, -0.20], [0.04, 0.02, -0.53], [0.47, 0.13, 0.23], [-0.27, -0.21, -0.63], [0.08, 0.06, 0.25], [-0.24, -1.07, 1.30], [0.78, 0.38, -0.85], [0.39, 0.29, -1.08], [-0.57, -0.29, 0.86], [-0.02, -0.07, -0.24], [-0.42, 0.56, -0.06], [-0.16, 0.37, -0.02], [0.21, 0.06, -0.30], [-1.93, -0.45, -1.86], [1.29, 0.40, 0.84], [0.54, 0.21, 0.65], [-0.19, 0.25, 0.33], [-0.66, -0.13, 0.15], [0.23, -0.20, 0.06]], "lowdin_charge": [1.286, 1.271, 0.001, -0.319, 0.250, -0.837, 0.210, -0.275, 0.177, 0.262, -0.317, 0.013, -0.296, 0.184, 0.133, 0.043, -0.247, 0.285, -0.922, 0.250, -0.311, 0.175, 0.244, -0.312, 0.162, -0.273, 0.242, 0.047, 0.077, -0.397, -0.014, 0.170, 0.100, 0.118, 0.120, 0.062, -0.348, 0.030, 0.063, 0.120, 0.091, 0.088, 0.051, -0.385, -0.023, 0.127, 0.115, 0.119, 0.064, 0.102, -0.377, -0.054, 0.152, 0.108, 0.118, 0.111, 0.074, -0.349, -0.084, 0.171, 0.122, 0.117, 0.098, 0.022, -0.461, 0.081, 0.067, 0.115, 0.082, 0.085, 0.041, -0.450, 0.035, 0.100, 0.104, 0.074, 0.109, 0.048, -0.411, 0.090, 0.067, 0.078, 0.108, 0.086, 0.104, -0.369, 0.107, -0.009, 0.098, 0.094, 0.119]}